A structure of composition C31H38BNOSb2SiV in a non-equilibrium geometry. Source: the Open Molecules 2025 dataset; level of theory: ωB97M-V/def2-TZVPD.

Results
Spin multiplicity ... 2
Net charge ... 0
Frontier orbital gap (spin up / spin down) ... 7.54 / 7.31 eV
Total energy ... -83617.5149 eV
Lowest unoccupied orbital energy (spin up / spin down) ... -0.186 / -0.029 eV

Last column: Löwdin spin population.
Positions of all 76 atoms, in Å:
V -0.345 -0.099 0.763  0.877
C -2.996 -4.617 -0.273  0.001
Sb -1.960 -2.712 -0.153  -0.001
C -0.400 -3.297 -1.521  -0.001
C -3.112 -1.740 -1.761  -0.002
C -4.383 -1.118 -1.279  0.000
C -5.426 -1.964 -0.891  0.000
C -6.624 -1.476 -0.403  0.000
C -6.808 -0.106 -0.291  0.000
C -5.794 0.747 -0.688  0.000
C -4.582 0.269 -1.191  0.000
C -3.554 1.265 -1.630  -0.006
Sb -2.033 1.635 -0.121  0.009
C -3.358 2.317 1.408  0.013
C -1.442 3.550 -0.902  -0.004
H -3.312 -4.797 -1.298  0.000
H -3.860 -4.627 0.390  0.000
H -2.306 -5.400 0.038  0.000
H -0.828 -3.590 -2.479  0.000
H 0.153 -4.135 -1.095  0.000
H 0.277 -2.458 -1.645  0.000
H -3.319 -2.535 -2.479  0.000
H -2.426 -1.028 -2.216  0.000
H -5.283 -3.035 -0.988  0.000
H -7.411 -2.159 -0.112  0.000
H -7.738 0.293 0.090  0.000
H -5.942 1.819 -0.619  0.000
H -4.015 2.237 -1.800  -0.001
H -3.039 0.959 -2.541  0.000
H -4.006 3.094 1.007  0.001
H -2.773 2.707 2.239  0.000
H -3.958 1.479 1.761  0.000
H -2.218 4.278 -0.669  0.000
H -1.326 3.480 -1.983  0.000
H -0.497 3.863 -0.464  0.000
B -0.868 -0.767 5.096  0.013
C -0.993 -0.495 3.590  0.065
N -1.040 -0.255 2.449  0.009
H 0.145 -1.423 5.209  0.006
H -0.754 0.305 5.643  0.005
H -1.836 -1.378 5.471  0.000
O 1.090 -0.738 -0.123  0.008
Si 2.527 -0.003 -0.119  0.002
C 2.695 1.081 -1.658  0.000
C 1.575 1.642 -2.270  0.002
C 1.700 2.480 -3.367  0.000
C 2.959 2.772 -3.874  0.000
C 4.086 2.220 -3.282  0.000
C 3.952 1.380 -2.185  0.000
C 3.979 -1.191 -0.060  0.000
C 5.149 -0.851 0.620  0.000
C 6.250 -1.696 0.610  0.000
C 6.191 -2.899 -0.079  0.000
C 5.033 -3.255 -0.756  0.000
C 3.937 -2.405 -0.747  0.000
C 2.593 1.145 1.381  0.001
C 2.128 0.682 2.617  0.002
C 2.151 1.492 3.744  0.001
C 2.668 2.776 3.656  0.000
C 3.153 3.248 2.442  0.001
C 3.108 2.442 1.314  0.000
H 0.588 1.407 -1.882  0.002
H 0.821 2.909 -3.834  0.000
H 3.062 3.425 -4.731  0.000
H 5.070 2.439 -3.679  0.000
H 4.834 0.942 -1.730  0.000
H 5.194 0.083 1.171  0.000
H 7.151 -1.419 1.143  0.000
H 7.048 -3.562 -0.085  0.000
H 4.987 -4.195 -1.292  0.000
H 3.032 -2.685 -1.275  0.000
H 1.778 -0.342 2.709  0.000
H 1.772 1.116 4.687  0.000
H 2.701 3.407 4.534  0.000
H 3.558 4.250 2.373  0.000
H 3.470 2.823 0.365  0.000


A structure of composition C31H38BeN2P2 in a non-equilibrium geometry. Source: the Open Molecules 2025 dataset; level of theory: ωB97M-V/def2-TZVPD.

Results
ΔE to the lowest compared entry with this formula, charge and spin ... 0.0 kJ/mol
Net charge ... 0
Frontier orbital gap ... 7.95 eV
Total energy ... -54722.8159 eV
Lowest unoccupied orbital energy ... 0.624 eV

Last column: Löwdin charge in e.
Positions of all 74 atoms, in Å:
C 0.384 2.767 -4.455  -0.092
C -0.865 2.272 -4.084  -0.059
C -0.983 1.280 -3.083  -0.261
C 0.170 0.827 -2.453  -0.137
C 1.431 1.259 -2.881  -0.311
C 1.544 2.259 -3.859  -0.057
C -2.361 0.783 -2.747  -0.134
C -2.503 -0.707 -2.351  -0.225
N -2.508 -1.632 -3.427  -0.290
Be 0.331 -0.059 -0.928  -0.070
C 2.669 0.587 -2.312  -0.277
P 2.103 -1.084 -1.721  0.890
H -1.771 2.648 -4.568  0.105
H 2.537 2.595 -4.151  0.103
H 0.467 3.555 -5.206  0.097
H 3.060 1.116 -1.428  0.091
H 3.468 0.468 -3.057  0.090
H -2.759 1.367 -1.896  0.118
H -3.045 0.965 -3.592  0.119
H -1.731 -0.969 -1.600  0.047
C 3.479 -1.848 -0.854  -0.266
C 2.051 -1.977 -3.314  -0.247
H -3.476 -0.832 -1.835  0.113
C -1.576 -1.577 -4.510  -0.071
C -3.215 -2.865 -3.252  -0.100
H -0.494 -1.926 -0.298  0.016
H -2.003 -2.181 -5.327  0.085
H -1.414 -0.546 -4.854  0.088
H -0.597 -2.020 -4.246  0.064
H -3.436 -3.282 -4.244  0.079
H -2.627 -3.614 -2.690  0.079
H -4.152 -2.682 -2.705  0.083
H 3.062 -2.044 -3.738  0.050
H 1.658 -2.978 -3.102  0.043
H 1.394 -1.482 -4.039  0.032
H 4.406 -1.755 -1.428  0.049
H 3.602 -1.396 0.134  0.031
H 3.227 -2.905 -0.724  0.047
H -0.554 -2.686 -0.401  0.092
N 0.493 0.629 0.401  -0.208
P 0.263 0.717 1.934  0.766
C -1.284 -0.126 2.321  -0.315
C -2.290 -0.062 1.347  -0.097
C -3.462 -0.806 1.510  -0.075
C -3.640 -1.558 2.678  -0.086
C -2.653 -1.581 3.669  -0.080
C -1.447 -0.899 3.475  -0.072
C 1.508 -0.134 2.943  -0.281
C 2.139 0.400 4.080  -0.066
C 3.161 -0.317 4.710  -0.079
C 3.542 -1.573 4.229  -0.084
C 2.894 -2.122 3.115  -0.084
C 1.876 -1.408 2.481  -0.099
C 0.068 2.295 2.787  -0.285
C -1.107 2.619 3.491  -0.063
C -1.142 3.742 4.319  -0.079
C -0.028 4.584 4.401  -0.085
C 1.095 4.337 3.603  -0.083
C 1.137 3.206 2.783  -0.096
H -2.133 0.532 0.441  0.093
H -4.221 -0.795 0.721  0.102
H -4.552 -2.139 2.806  0.100
H -2.807 -2.144 4.591  0.103
H -0.638 -0.976 4.208  0.110
H 1.842 1.373 4.470  0.099
H 3.665 0.118 5.572  0.103
H 4.348 -2.126 4.710  0.102
H 3.178 -3.100 2.724  0.104
H 1.367 -1.827 1.611  0.092
H -1.992 1.986 3.395  0.104
H -2.045 3.960 4.890  0.105
H -0.045 5.446 5.069  0.103
H 1.939 5.033 3.608  0.105
H 1.994 3.018 2.136  0.115


A structure of composition C31H38Br39F3I4NO3 in a non-equilibrium geometry. Source: the Open Molecules 2025 dataset; level of theory: ωB97M-V/def2-TZVPD.

Results
Net charge ... +1
Frontier orbital gap ... 8.23 eV
Total energy ... -2812595.9279 eV
Lowest unoccupied orbital energy ... -2.595 eV

Last column: Löwdin charge in e.
Positions of all 119 atoms, in Å:
C 2.351 -3.190 -3.877  0.002
C 1.260 -3.110 -3.133  -0.183
C 1.195 -3.132 -1.622  -0.330
C 2.397 -3.809 -0.948  -0.121
C 2.820 -5.202 -1.443  -0.067
C 1.748 -6.262 -1.467  -0.533
O 1.580 -7.084 -0.597  0.072
O 1.003 -6.244 -2.588  0.110
C -0.224 -3.695 -1.310  -0.048
C -0.807 -3.032 0.016  -0.296
C -1.051 -4.176 0.973  -0.644
I 0.474 -5.122 2.145  1.100
C -2.278 -4.707 1.081  -0.747
C -2.665 -5.856 1.954  -0.259
I -3.910 -3.968 -0.054  0.996
N 0.210 -1.967 0.341  -0.014
C -0.368 -0.731 0.951  -0.021
C -0.826 -0.773 2.426  -0.223
O -0.270 -1.817 3.185  -0.183
C -2.351 -0.713 2.526  -0.563
F -2.654 -0.301 3.787  0.144
F -2.868 0.193 1.691  0.144
F -2.932 -1.911 2.380  0.114
C 1.082 -1.742 -0.886  -0.245
C 0.886 -0.440 -1.659  -0.655
I 2.682 0.049 -2.738  0.937
C -0.423 -0.406 -2.548  -0.747
C -1.380 0.715 -2.086  -0.156
I -0.101 -0.113 -4.651  0.910
H 2.264 -3.166 -4.951  0.080
H 3.352 -3.284 -3.484  0.068
H 0.314 -3.047 -3.645  0.084
H 3.248 -3.154 -1.142  0.125
H 2.302 -3.839 0.135  0.053
H 3.295 -5.192 -2.417  0.114
H 3.565 -5.566 -0.742  0.132
H 0.392 -6.992 -2.535  0.136
H -0.985 -3.476 -2.052  0.113
H -0.324 -4.760 -1.143  0.106
H -1.676 -2.503 -0.349  0.062
H -3.635 -6.250 1.631  -0.112
H -1.969 -6.683 1.865  0.056
H -2.804 -5.533 2.983  0.073
H 0.857 -2.475 0.951  -0.002
H -1.157 -0.413 0.282  0.115
H 0.403 0.030 0.897  0.139
H -0.500 0.156 2.894  0.171
H -0.975 -2.186 3.734  0.122
H 2.049 -1.570 -0.407  0.111
H 0.778 0.416 -1.008  0.034
H -0.962 -1.342 -2.465  0.049
H -1.329 1.565 -2.755  0.048
H -2.410 0.369 -2.138  0.085
H -1.188 1.051 -1.069  0.061
C 6.478 1.946 -1.386  -1.586
Br 5.248 1.129 -0.155  0.488
Br 6.495 1.020 -3.078  0.560
Br 6.095 3.819 -1.628  0.556
H 7.467 1.861 -0.961  -0.020
C 2.081 5.530 -1.312  -1.590
Br 2.985 5.984 -2.950  0.580
Br 2.193 3.635 -0.945  0.512
Br 2.705 6.595 0.162  0.514
H 1.035 5.763 -1.450  -0.035
C -0.454 9.521 0.401  -1.611
Br -0.280 9.283 -1.502  0.581
Br -0.616 7.835 1.310  0.558
Br 1.007 10.550 1.115  0.579
H -1.364 10.078 0.573  -0.037
C 4.717 4.767 3.367  -1.612
Br 2.822 4.984 3.642  0.557
Br 5.465 3.491 4.602  0.574
Br 5.135 4.309 1.543  0.495
H 5.180 5.721 3.575  -0.025
C -5.400 -2.586 4.590  -1.628
Br -5.659 -4.210 3.584  0.552
Br -6.993 -1.511 4.634  0.598
Br -4.717 -2.959 6.349  0.572
H -4.646 -2.012 4.077  -0.075
C -0.192 14.062 0.267  -1.667
Br 0.498 14.383 -1.501  0.567
Br 0.160 15.537 1.450  0.585
Br -2.062 13.603 0.230  0.570
H 0.332 13.205 0.661  -0.120
C -2.693 -5.903 8.369  -1.646
Br -3.374 -4.422 9.394  0.558
Br -1.418 -5.323 7.043  0.532
Br -1.966 -7.275 9.500  0.593
H -3.529 -6.333 7.838  -0.030
C 5.448 11.301 0.161  -1.630
Br 5.197 9.603 -0.712  0.557
Br 3.820 12.328 0.173  0.543
Br 6.168 11.092 1.934  0.580
H 6.172 11.857 -0.415  -0.029
C 4.016 -2.486 3.299  -1.571
Br 2.143 -2.360 2.800  0.721
Br 4.407 -1.324 4.773  0.625
Br 4.497 -4.315 3.658  0.607
H 4.612 -2.156 2.460  -0.028
C -6.404 -8.766 2.358  -1.608
Br -8.310 -8.680 2.583  0.602
Br -5.704 -7.140 1.584  0.614
Br -5.503 -9.196 4.002  0.591
H -6.197 -9.563 1.660  -0.027
C -2.585 1.623 -7.973  -1.609
Br -3.325 1.042 -6.291  0.524
Br -1.466 3.173 -7.751  0.572
Br -1.662 0.195 -8.885  0.546
H -3.413 1.915 -8.601  -0.029
C 2.953 1.323 -6.789  -1.642
Br 1.514 0.701 -7.912  0.494
Br 4.571 0.312 -7.060  0.569
Br 3.246 3.213 -6.992  0.590
H 2.645 1.157 -5.766  -0.111
C -7.518 -1.056 -0.362  -1.627
Br -7.314 -1.090 -2.275  0.580
Br -7.878 -2.807 0.345  0.557
Br -5.991 -0.252 0.501  0.552
H -8.374 -0.436 -0.140  -0.025